Entry 1:
Formula: C36H66O36
Source: the Open Molecules 2025 dataset
Level of theory: ωB97M-V/def2-TZVPD

The SMILES is COC(=O)OC.COC(=O)OC.COC(=O)OC.COC(=O)OC.COC(=O)OC.COC(=O)OC.COC(=O)OC.COC(=O)OC.COC(=O)OC.O=C1OCCO1.O=C1OCCO1.O=C1OCCO1. As for the energy relative to the best compared isomer or geometry (same formula, charge and spin): 559.2 kJ/mol. As for the energy: -112104.35574 eV. As for the frontier orbital gap: 0.3900 hartree.

Each line ends with the Mulliken charge.
Atoms and positions in Å:
C: 6.244 10.061 -1.670  -0.21
C: 5.281 11.201 -1.371  -0.29
O: 4.554 10.736 -0.237  -0.34
C: 4.672 9.372 -0.205  0.69
O: 4.207 8.703 0.712  -0.54
O: 5.633 9.010 -1.027  -0.31
H: 7.232 10.204 -1.233  0.25
H: 6.296 9.856 -2.739  0.26
H: 4.691 11.531 -2.227  0.25
H: 5.711 12.132 -1.000  0.25
C: -1.178 1.493 7.536  -0.26
C: -1.978 2.055 6.448  -0.29
O: -2.991 2.606 7.113  -0.33
C: -2.486 3.155 8.301  0.71
O: -3.031 4.056 8.883  -0.54
O: -1.474 2.446 8.569  -0.33
H: -0.129 1.629 7.274  0.28
H: -1.514 0.515 7.881  0.28
H: -2.357 1.265 5.800  0.24
H: -1.467 2.734 5.765  0.24
C: 5.459 -7.865 3.415  -0.29
C: 4.771 -9.038 2.810  -0.24
O: 3.409 -8.887 3.247  -0.31
C: 3.161 -7.624 3.692  0.66
O: 2.105 -7.054 3.882  -0.52
O: 4.391 -6.955 3.704  -0.34
H: 6.186 -7.283 2.850  0.28
H: 5.867 -8.214 4.364  0.22
H: 5.234 -9.978 3.110  0.30
H: 4.897 -8.860 1.742  0.24
C: 7.350 -3.394 -2.436  -0.67
O: 7.730 -2.930 -3.758  -0.27
C: 7.497 -3.666 -4.856  0.77
O: 7.053 -4.786 -4.939  -0.57
O: 7.932 -2.902 -5.876  -0.30
C: 7.931 -3.242 -7.243  -0.67
H: 8.099 -3.149 -1.684  0.26
H: 6.959 -4.411 -2.391  0.33
H: 6.538 -2.755 -2.088  0.27
H: 7.845 -4.304 -7.473  0.33
H: 8.849 -2.859 -7.689  0.24
H: 7.037 -2.856 -7.733  0.27
C: -0.285 -1.577 1.504  -0.69
O: -0.006 -0.206 1.656  -0.30
C: 1.093 0.344 1.181  0.82
O: 1.915 -0.198 0.448  -0.61
O: 1.160 1.589 1.476  -0.29
C: 1.873 2.545 0.657  -0.69
H: 0.459 -2.351 1.315  0.33
H: -0.941 -1.662 0.638  0.28
H: -0.959 -1.823 2.325  0.26
H: 1.628 2.634 -0.401  0.30
H: 2.951 2.409 0.751  0.30
H: 1.793 3.564 1.033  0.28
C: -5.718 -1.847 5.483  -0.68
O: -6.370 -0.566 5.630  -0.26
C: -7.480 -0.392 4.862  0.72
O: -8.187 -1.380 4.448  -0.59
O: -7.620 0.937 4.497  -0.24
C: -8.615 1.353 3.619  -0.65
H: -6.221 -2.456 6.233  0.30
H: -4.672 -1.855 5.790  0.23
H: -5.823 -2.374 4.535  0.34
H: -9.612 1.488 4.039  0.29
H: -8.739 0.679 2.772  0.31
H: -8.238 2.300 3.232  0.24
C: -3.060 -2.300 -6.599  -0.65
O: -1.915 -2.515 -5.776  -0.30
C: -0.608 -2.204 -6.097  0.77
O: -0.201 -1.675 -7.131  -0.56
O: 0.089 -2.529 -4.969  -0.26
C: 1.451 -2.132 -5.028  -0.71
H: -2.843 -1.591 -7.398  0.32
H: -3.901 -1.890 -6.041  0.24
H: -3.369 -3.238 -7.062  0.28
H: 1.810 -2.002 -6.048  0.32
H: 2.194 -2.869 -4.724  0.28
H: 1.577 -1.200 -4.477  0.27
C: 5.209 2.474 -5.370  -0.69
O: 5.431 3.112 -4.139  -0.28
C: 6.600 2.831 -3.494  0.76
O: 7.594 2.291 -3.970  -0.57
O: 6.432 3.282 -2.249  -0.27
C: 7.351 3.037 -1.199  -0.66
H: 5.641 1.476 -5.449  0.32
H: 5.364 3.175 -6.191  0.28
H: 4.137 2.356 -5.529  0.26
H: 8.395 3.132 -1.497  0.32
H: 7.260 1.955 -1.099  0.30
H: 7.211 3.644 -0.305  0.23
C: -7.054 -9.193 -5.653  -0.65
O: -6.802 -8.554 -4.394  -0.28
C: -6.616 -7.141 -4.391  0.74
O: -6.339 -6.482 -5.428  -0.59
O: -6.402 -6.780 -3.142  -0.26
C: -5.641 -5.665 -2.779  -0.69
H: -8.135 -9.329 -5.663  0.27
H: -6.627 -10.196 -5.625  0.24
H: -6.626 -8.750 -6.553  0.31
H: -5.801 -5.282 -1.771  0.28
H: -5.862 -4.789 -3.390  0.31
H: -4.583 -5.832 -2.982  0.30
C: 0.686 7.891 6.239  -0.67
O: 0.125 8.752 7.181  -0.29
C: -0.050 10.052 6.930  0.80
O: 0.282 10.624 5.909  -0.59
O: -0.787 10.470 7.899  -0.28
C: -1.184 11.809 8.065  -0.68
H: -0.006 7.049 6.245  0.23
H: 1.708 7.628 6.512  0.26
H: 0.802 8.120 5.180  0.35
H: -0.874 12.198 9.035  0.26
H: -2.245 11.951 7.857  0.26
H: -0.694 12.472 7.352  0.34
C: -2.506 2.443 -3.436  -0.69
O: -1.939 3.395 -4.262  -0.27
C: -1.848 4.714 -3.904  0.73
O: -2.104 5.211 -2.858  -0.54
O: -1.576 5.301 -5.023  -0.31
C: -1.744 6.715 -5.213  -0.68
H: -1.793 1.751 -2.987  0.28
H: -2.923 1.826 -4.232  0.27
H: -3.273 2.623 -2.683  0.33
H: -1.056 7.285 -4.588  0.29
H: -2.697 7.134 -4.890  0.31
H: -1.705 7.072 -6.243  0.28
C: -3.122 -8.975 0.985  -0.67
O: -4.480 -8.796 1.294  -0.28
C: -4.859 -7.873 2.156  0.77
O: -4.150 -7.047 2.689  -0.58
O: -6.188 -8.058 2.247  -0.28
C: -6.981 -7.186 2.969  -0.59
H: -3.073 -10.058 0.875  0.25
H: -2.417 -8.738 1.782  0.35
H: -2.868 -8.504 0.035  0.24
H: -8.038 -7.451 2.935  0.22
H: -6.755 -6.181 2.613  0.27
H: -6.636 -7.153 4.002  0.29

---

Entry 2:
Formula: C36H66O36
Source: the Open Molecules 2025 dataset
Level of theory: ωB97M-V/def2-TZVPD

The SMILES is COC(=O)OC.COC(=O)OC.COC(=O)OC.COC(=O)OC.COC(=O)OC.COC(=O)OC.COC(=O)OC.COC(=O)OC.COC(=O)OC.O=C1OCCO1.O=C1OCCO1.O=C1OCCO1. As for the energy relative to the best compared isomer or geometry (same formula, charge and spin): 360.2 kJ/mol. As for the energy: -112106.41863 eV. As for the frontier orbital gap: 0.3673 hartree.

Each line ends with the Mulliken charge.
Atoms and positions in Å:
C: 3.396 4.020 -0.039  -0.21
C: 3.663 5.005 1.114  -0.23
O: 4.726 4.321 1.804  -0.34
C: 4.949 3.090 1.267  0.66
O: 5.713 2.261 1.680  -0.54
O: 4.033 2.825 0.343  -0.30
H: 3.855 4.306 -0.985  0.20
H: 2.331 3.811 -0.138  0.21
H: 2.739 5.149 1.674  0.27
H: 3.945 5.976 0.706  0.27
C: 0.620 -0.929 0.574  -0.23
C: -0.318 -0.023 -0.280  -0.19
O: -0.685 1.056 0.589  -0.37
C: -0.103 0.895 1.821  0.70
O: -0.113 1.772 2.688  -0.59
O: 0.590 -0.271 1.817  -0.32
H: 1.633 -0.994 0.177  0.30
H: 0.090 -1.880 0.629  0.23
H: -1.314 -0.415 -0.482  0.26
H: 0.192 0.311 -1.183  0.20
C: -0.720 2.815 -7.339  -0.26
C: -1.488 1.781 -6.616  -0.26
O: -2.693 2.391 -6.415  -0.30
C: -2.711 3.572 -7.121  0.63
O: -3.564 4.447 -6.954  -0.56
O: -1.645 3.717 -7.894  -0.30
H: -0.028 2.368 -8.053  0.33
H: -0.185 3.361 -6.562  0.20
H: -1.038 1.392 -5.702  0.26
H: -1.596 0.949 -7.312  0.25
C: -1.260 6.185 -2.837  -0.67
O: 0.087 6.493 -3.237  -0.26
C: 0.379 7.450 -4.125  0.73
O: -0.362 8.273 -4.618  -0.56
O: 1.682 7.228 -4.448  -0.26
C: 2.193 7.694 -5.676  -0.62
H: -1.545 6.722 -1.933  0.30
H: -1.413 5.108 -2.762  0.22
H: -1.899 6.639 -3.594  0.34
H: 1.833 8.663 -6.023  0.31
H: 1.964 6.904 -6.391  0.27
H: 3.271 7.687 -5.517  0.21
C: 2.530 -5.330 9.283  -0.68
O: 2.133 -5.736 8.016  -0.31
C: 1.024 -5.279 7.455  0.79
O: 0.233 -4.588 8.050  -0.56
O: 0.954 -5.761 6.210  -0.28
C: -0.068 -5.416 5.256  -0.64
H: 1.631 -5.454 9.888  0.29
H: 2.655 -4.248 9.329  0.30
H: 3.259 -5.923 9.834  0.27
H: -0.547 -4.445 5.377  0.31
H: -0.931 -6.076 5.172  0.29
H: 0.322 -5.436 4.238  0.22
C: -4.349 -4.465 1.229  -0.63
O: -4.309 -3.089 1.600  -0.24
C: -5.446 -2.404 1.611  0.73
O: -6.532 -2.896 1.289  -0.59
O: -5.190 -1.206 2.041  -0.24
C: -6.185 -0.321 2.423  -0.67
H: -3.316 -4.803 1.318  0.18
H: -4.802 -4.669 0.259  0.29
H: -5.009 -4.858 2.002  0.32
H: -6.832 -0.885 3.096  0.29
H: -6.792 0.010 1.580  0.30
H: -5.926 0.625 2.898  0.26
C: 2.963 -1.516 -4.583  -0.74
O: 3.140 -0.136 -4.553  -0.24
C: 4.302 0.407 -4.943  0.74
O: 5.348 -0.147 -5.306  -0.59
O: 4.147 1.695 -4.804  -0.26
C: 5.180 2.614 -5.185  -0.68
H: 3.229 -2.054 -3.674  0.31
H: 3.395 -2.102 -5.394  0.34
H: 1.932 -1.700 -4.885  0.27
H: 5.280 2.438 -6.256  0.31
H: 6.137 2.314 -4.760  0.31
H: 5.056 3.616 -4.775  0.24
C: -6.140 -1.743 -6.537  -0.67
O: -4.896 -2.298 -6.445  -0.28
C: -4.533 -3.022 -5.371  0.82
O: -5.116 -3.106 -4.279  -0.60
O: -3.362 -3.561 -5.625  -0.31
C: -2.719 -4.412 -4.660  -0.63
H: -6.429 -1.816 -7.585  0.25
H: -6.136 -0.703 -6.208  0.26
H: -6.840 -2.065 -5.766  0.34
H: -3.143 -5.414 -4.727  0.28
H: -2.729 -3.948 -3.674  0.31
H: -1.662 -4.371 -4.926  0.22
C: 2.964 -7.655 -1.075  -0.65
O: 3.759 -7.459 0.114  -0.33
C: 3.712 -6.280 0.701  0.85
O: 2.951 -5.407 0.413  -0.55
O: 4.530 -6.317 1.784  -0.32
C: 4.530 -5.172 2.698  -0.63
H: 2.898 -8.682 -1.434  0.25
H: 3.481 -7.130 -1.879  0.29
H: 1.975 -7.202 -1.008  0.29
H: 5.246 -4.368 2.528  0.26
H: 4.680 -5.452 3.741  0.29
H: 3.535 -4.726 2.720  0.27
C: -4.964 5.438 3.138  -0.58
O: -6.132 6.272 3.224  -0.29
C: -6.420 7.093 2.214  0.81
O: -5.809 7.154 1.131  -0.59
O: -7.399 7.939 2.641  -0.30
C: -7.894 8.844 1.641  -0.65
H: -4.849 4.749 3.974  0.22
H: -4.063 6.050 3.109  0.28
H: -5.007 5.023 2.130  0.27
H: -8.297 9.678 2.216  0.22
H: -8.720 8.347 1.131  0.28
H: -7.209 9.106 0.835  0.33
C: -5.836 1.839 10.347  -0.64
O: -4.817 1.067 9.766  -0.31
C: -4.600 1.062 8.488  0.86
O: -5.174 1.860 7.664  -0.65
O: -3.746 0.120 8.294  -0.27
C: -3.268 -0.161 6.963  -0.65
H: -6.444 2.385 9.626  0.33
H: -5.392 2.589 11.000  0.24
H: -6.446 1.190 10.975  0.24
H: -2.498 -0.922 7.092  0.25
H: -2.875 0.696 6.417  0.31
H: -4.026 -0.718 6.411  0.28
C: 7.604 -2.629 -1.194  -0.65
O: 8.532 -3.646 -0.712  -0.27
C: 9.539 -4.038 -1.490  0.75
O: 9.600 -3.900 -2.689  -0.55
O: 10.417 -4.787 -0.735  -0.31
C: 11.336 -5.575 -1.471  -0.65
H: 7.047 -2.538 -0.262  0.24
H: 6.916 -3.038 -1.934  0.30
H: 7.966 -1.659 -1.537  0.31
H: 11.747 -5.076 -2.349  0.31
H: 10.792 -6.448 -1.832  0.30
H: 12.015 -5.954 -0.707  0.22

---

Entry 3:
Formula: C36H67N2O12
Source: the Open Molecules 2025 dataset
Level of theory: ωB97M-V/def2-TZVPD

As for the total charge: +1. As for the energy: -65964.03280 eV. As for the frontier orbital gap: 0.3228 hartree.

Each line ends with the Mulliken charge.
Atoms and positions in Å:
C: -2.275 1.758 1.729  -1.63
C: -1.139 0.815 2.081  0.30
C: -1.540 -0.630 2.326  -1.31
C: -2.174 -1.315 1.080  2.73
N: -2.097 -2.789 1.282  -0.76
C: -3.666 -1.014 0.947  0.27
C: -4.474 -0.924 2.085  -0.23
C: -5.842 -0.693 1.991  -1.26
C: -6.465 -0.555 0.756  -0.50
C: -5.670 -0.629 -0.379  -1.19
C: -4.300 -0.860 -0.282  -0.24
C: -1.342 -1.033 -0.191  -1.21
C: -0.601 0.301 -0.283  -0.65
N: -0.073 0.757 1.030  0.28
H: -1.990 2.792 1.916  0.44
H: -3.139 1.533 2.344  0.40
H: -2.600 1.700 0.694  0.37
H: -0.681 1.192 2.994  0.61
H: -2.151 -0.747 3.210  0.43
H: -0.622 -1.196 2.511  -0.01
H: -2.615 -3.008 2.126  0.38
H: -1.128 -3.053 1.422  0.30
H: -4.082 -1.045 3.084  0.36
H: -6.436 -0.617 2.889  0.40
H: -7.529 -0.402 0.696  0.68
H: -6.107 -0.504 -1.360  0.44
H: -3.756 -0.926 -1.211  0.17
H: -1.916 -1.122 -1.103  0.24
H: -0.587 -1.817 -0.230  0.18
H: 0.256 0.166 -0.936  0.46
H: -1.176 1.102 -0.734  0.08
H: 0.628 0.086 1.354  -0.04
H: 0.374 1.670 0.964  0.48
O: -1.609 2.226 -2.715  -0.61
C: -0.764 2.001 -3.548  0.92
O: 0.128 1.028 -3.291  -0.34
C: 1.076 0.554 -4.266  -0.52
C: 2.324 1.409 -4.297  -0.81
C: -0.627 2.818 -4.801  -0.99
H: 0.606 0.469 -5.245  0.42
H: 1.325 -0.457 -3.949  0.37
H: 2.105 2.434 -4.598  0.13
H: 3.048 0.993 -4.997  0.41
H: 2.778 1.446 -3.306  0.28
H: -0.032 3.705 -4.584  0.00
H: -1.620 3.125 -5.120  0.38
H: -0.173 2.280 -5.629  0.36
O: 3.413 -1.496 -1.081  -0.63
C: 3.600 -2.124 -0.073  0.73
O: 2.979 -1.693 1.053  -0.39
C: 2.947 -2.442 2.278  -0.27
C: 4.177 -2.208 3.128  -0.76
C: 4.534 -3.298 0.010  -0.72
H: 2.785 -3.503 2.076  0.40
H: 2.059 -2.084 2.805  0.24
H: 5.080 -2.548 2.624  0.21
H: 4.087 -2.744 4.074  0.43
H: 4.310 -1.150 3.336  -0.01
H: 5.546 -2.929 0.172  0.33
H: 4.501 -3.833 -0.933  0.39
H: 4.283 -4.010 0.786  0.06
O: -12.153 -2.285 -3.925  -0.54
C: -11.626 -1.935 -2.909  0.68
O: -10.294 -2.126 -2.768  -0.38
C: -9.537 -1.592 -1.686  -0.25
C: -9.569 -2.492 -0.468  -0.79
C: -12.418 -1.363 -1.755  -0.88
H: -9.855 -0.574 -1.455  0.35
H: -8.516 -1.523 -2.063  0.15
H: -10.579 -2.597 -0.070  0.30
H: -8.931 -2.093 0.320  0.25
H: -9.219 -3.491 -0.726  0.29
H: -12.813 -2.185 -1.160  0.25
H: -13.248 -0.794 -2.165  0.31
H: -11.851 -0.694 -1.111  0.30
O: 5.954 0.443 3.446  -0.55
C: 5.573 1.570 3.282  0.77
O: 6.460 2.506 2.912  -0.38
C: 6.095 3.834 2.521  -0.40
C: 5.956 4.756 3.715  -0.94
C: 4.142 1.974 3.563  -0.64
H: 5.199 3.821 1.898  0.35
H: 6.911 4.174 1.886  0.31
H: 5.155 4.435 4.382  0.27
H: 5.742 5.773 3.386  0.35
H: 6.878 4.762 4.294  0.30
H: 4.040 2.189 4.626  0.27
H: 3.499 1.133 3.309  -0.05
H: 3.803 2.833 2.988  0.34
O: 1.655 5.152 -5.721  -0.53
C: 1.629 6.165 -5.076  0.90
O: 1.365 6.082 -3.757  -0.37
C: 1.476 7.198 -2.867  -0.41
C: 0.214 8.035 -2.848  -1.00
C: 1.799 7.520 -5.719  -1.22
H: 2.362 7.790 -3.099  0.37
H: 1.642 6.760 -1.884  0.34
H: 0.010 8.477 -3.823  0.27
H: 0.302 8.839 -2.117  0.38
H: -0.645 7.416 -2.586  0.30
H: 0.835 7.846 -6.107  0.29
H: 2.494 7.416 -6.548  0.34
H: 2.196 8.283 -5.054  0.35
O: 5.420 -6.035 0.175  -0.53
C: 5.577 -6.628 1.207  0.86
O: 4.939 -6.173 2.308  -0.37
C: 4.913 -6.888 3.549  -0.45
C: 6.131 -6.590 4.398  -0.97
C: 6.522 -7.797 1.324  -1.18
H: 4.779 -7.956 3.376  0.37
H: 4.015 -6.540 4.058  0.33
H: 7.050 -6.915 3.910  0.28
H: 6.057 -7.096 5.360  0.38
H: 6.216 -5.517 4.571  0.28
H: 7.529 -7.418 1.493  0.28
H: 6.504 -8.341 0.383  0.35
H: 6.266 -8.501 2.112  0.35